This record from OMol25 describes C9H19P in the gas phase. The level of theory is ωB97M-V with the def2-TZVPD basis set.

## Properties
LUMO level: 0.0385 Ha
charge: 0
structure (SMILES): CC(C)[C@H](C)[C@@H]1[C@H](C)P1C
energy above the lowest of the compared OMol25 structures with the same formula, charge and spin: 3.2 kcal/mol

Last column: Löwdin charge in e.
Geometry (Å):
C  3.2440  0.0243  0.4012  -0.09
C  1.7451  0.2200  0.6581  -0.42
C  1.4903  1.7283  0.5156  -0.10
C  0.7345  -0.4911  -0.3020  -0.34
C  0.5930  0.0861  -1.6753  -0.12
C  -0.7121  -0.4715  0.4458  -0.39
C  -1.9049  -1.0553  -0.1909  -0.51
C  -1.9071  -1.7854  -1.4805  -0.14
P  -1.9889  0.8236  -0.0529  0.99
C  -2.7412  0.9689  1.6594  -0.31
H  3.4933  -1.0028  0.8165  0.09
H  3.3147  -0.0428  -0.6775  0.06
H  3.9860  0.8402  0.7428  0.11
H  1.5456  -0.0527  1.7325  0.13
H  1.9247  2.1608  -0.3587  0.06
H  1.8349  2.2672  1.4552  0.10
H  0.4031  1.7731  0.3264  0.03
H  0.9949  -1.5508  -0.3561  0.13
H  -0.3097  0.7431  -1.8781  0.05
H  1.5260  0.5652  -1.8999  0.06
H  0.2666  -0.7174  -2.4887  0.11
H  -0.4958  -0.6822  1.5206  0.11
H  -2.7164  -1.3293  0.4457  0.08
H  -1.8489  -1.0047  -2.3275  0.08
H  -2.8296  -2.4298  -1.4164  0.09
H  -1.1166  -2.4935  -1.8818  0.09
H  -2.4103  0.0906  2.2694  0.04
H  -3.7839  1.0181  1.8309  0.01
H  -2.3314  1.7997  2.1663  0.01

---

This record from OMol25 describes a molecular structure, C9H20AlBr2ClO7P. The level of theory is ωB97M-V with the def2-TZVPD basis set.

## Properties
LUMO level: 0.0922 Ha
charge: -1

Last column: Löwdin charge in e.
Geometry (Å):
C  0.3304  0.8072  -0.1223  -0.27
Al  1.3692  -0.7061  -0.8104  -0.73
Br  0.7486  -2.7732  0.1485  0.15
Br  3.6825  -0.3932  -0.4023  0.12
P  1.2503  -0.8838  -3.2093  0.35
O  2.0128  0.5306  -3.6084  -0.52
Cl  -0.7656  -0.2710  -3.4375  0.02
H  -0.2914  0.5447  0.7393  -0.01
H  1.0272  1.5967  0.1904  -0.01
H  -0.3106  1.2277  -0.9072  -0.03
H  1.8352  1.2349  -2.9740  -0.01
C  -0.9317  4.3123  -4.1796  -0.06
C  0.3697  3.9663  -4.8661  -0.20
O  1.3970  4.9516  -4.6253  0.04
C  1.9896  4.8538  -3.4382  -0.61
O  1.7841  4.0119  -2.6025  0.12
O  2.9107  5.8207  -3.3461  0.00
C  3.6347  5.8150  -2.1117  -0.04
H  -1.2829  5.3009  -4.4797  0.08
H  -1.6829  3.5726  -4.4564  0.08
H  -0.8213  4.2953  -3.0965  0.08
H  0.2504  3.9638  -5.9476  0.12
H  0.7348  2.9871  -4.5593  0.11
H  4.0809  4.8398  -1.9309  0.10
H  2.9762  6.0676  -1.2823  0.10
H  4.4058  6.5713  -2.2244  0.09
C  -0.9133  -5.6347  2.5859  -0.07
C  -0.4859  -4.5845  3.5837  -0.20
O  -1.6166  -3.8827  4.1454  0.05
C  -2.2957  -4.5320  5.0742  -0.61
O  -2.0354  -5.6122  5.5473  0.11
O  -3.3128  -3.7538  5.4719  0.00
C  -4.1417  -4.3342  6.4772  -0.05
H  -1.5231  -5.1813  1.8045  0.08
H  -0.0329  -6.0760  2.1196  0.08
H  -1.4877  -6.4250  3.0690  0.07
H  0.1072  -3.8199  3.0895  0.09
H  0.1051  -5.0135  4.3924  0.12
H  -3.5499  -4.6466  7.3353  0.09
H  -4.6802  -5.1939  6.0805  0.09
H  -4.8410  -3.5541  6.7631  0.09

---

This record from OMol25 describes a molecular structure, C9H20Cl2N2O2PSSn. The level of theory is ωB97M-V with the def2-TZVPD basis set.

## Properties
LUMO level (alpha / beta): -0.5199 / -0.5206 Ha
charge: +3
energy above the lowest of the compared OMol25 structures with the same formula, charge and spin: 0.0 kcal/mol

Last column: Löwdin charge in e.
Geometry (Å):
C  0.1594  5.5439  2.4529  -0.04
C  0.2871  4.1811  1.8537  -0.73
H  0.7661  5.5900  3.3662  0.11
H  -0.9021  5.7311  2.6916  0.11
H  0.5151  6.2881  1.7178  0.12
O  0.9649  3.2365  2.2129  -0.02
Cl  -0.8001  4.0576  0.3692  0.62
Sn  -0.5728  1.0228  0.6471  0.78
P  1.8761  1.0738  -1.1946  0.86
C  3.4751  0.1557  -1.2348  -0.21
C  1.4174  0.8859  -2.9554  -0.22
H  1.6157  3.4597  -1.2122  0.03
H  3.0968  2.9497  -2.0785  0.09
H  3.0458  2.9721  -0.2866  0.07
C  2.4754  2.7918  -1.1972  -0.21
H  0.4539  1.3769  -3.1197  0.04
H  2.2007  1.3316  -3.5798  0.09
H  4.1172  0.5708  -2.0305  0.10
H  3.2532  -0.9036  -1.4371  0.07
H  1.3214  -0.1829  -3.1765  0.07
H  3.9635  0.2428  -0.2526  0.07
C  1.4043  -0.7895  1.1416  -0.11
O  2.1475  -1.6582  1.1092  0.13
Cl  -1.9045  0.8646  -1.3912  -0.03
C  -4.1925  -3.7104  0.1110  0.02
N  -3.0620  -2.7836  -0.1109  0.06
C  -2.1049  -2.5350  0.8495  -0.69
S  -2.1260  -1.0372  1.7412  0.79
N  -1.1825  -3.4594  1.1436  0.03
C  -1.1308  -4.8331  0.6339  0.02
H  -3.8347  -4.7323  0.3126  0.10
H  -4.7922  -3.7079  -0.8094  0.13
H  -4.8558  -3.3583  0.9201  0.13
H  -3.3119  -1.9213  -0.6068  0.14
H  -0.4918  -3.1573  1.8334  0.15
H  -0.2263  -4.9787  0.0278  0.12
H  -1.0415  -5.5130  1.4892  0.13
H  -2.0241  -5.0646  0.0491  0.08

---

This record from OMol25 describes a molecular structure, C9H20ClErIN2OPS. The level of theory is ωB97M-V with the def2-TZVPD basis set.

## Properties
LUMO level (alpha / beta): -0.3057 / -0.3010 Ha
charge: +2
multiplicity: 4
energy above the lowest of the compared OMol25 structures with the same formula, charge and spin: 28.5 kcal/mol

Last column: Löwdin charge in e.
Geometry (Å):
C  2.1821  -2.1584  -1.2809  -0.22
I  2.3117  0.3258  -0.1096  0.84
H  1.2908  -1.4974  -1.4824  -0.05
H  1.8112  -2.7808  -0.4124  0.10
H  2.2432  -2.7442  -2.2233  0.11
Er  -1.8269  -0.3308  -0.0189  0.99
P  -0.6744  -0.1457  -3.0299  0.73
C  0.9286  0.2553  -3.9057  -0.26
C  -1.0952  -1.4770  -4.2259  -0.26
H  -2.6453  1.1893  -3.1810  0.03
H  -1.7908  1.2246  -4.7342  0.07
H  -1.1956  2.1839  -3.3698  0.05
C  -1.6645  1.2409  -3.6516  -0.29
H  -2.0521  -1.9118  -3.9363  0.04
H  -1.1471  -1.0998  -5.2557  0.07
H  0.7747  0.2845  -5.0002  0.07
H  1.6868  -0.5154  -3.7056  0.04
H  -0.3214  -2.2542  -4.1799  0.06
H  1.3252  1.2312  -3.5870  0.05
C  3.3702  -1.3408  -0.9827  -0.76
O  4.5414  -1.4027  -1.2441  0.11
Cl  -3.8934  -1.1503  -0.9361  -0.05
S  -0.2279  -1.5788  1.7763  0.50
C  -0.2363  -0.3202  3.0360  -0.73
N  -1.4054  0.3654  3.2180  -0.04
C  -1.5415  1.1975  4.4199  -0.15
C  -0.3308  2.0871  4.4996  -0.15
C  0.9536  1.2521  4.6106  -0.10
N  0.8545  0.0124  3.7510  0.08
H  -2.2258  -0.2352  3.0302  0.13
H  -1.6078  0.5773  5.3178  0.15
H  -2.4494  1.7818  4.3220  0.14
H  -0.3832  2.7390  5.3861  0.14
H  -0.2416  2.7364  3.6114  0.13
H  1.1178  0.9368  5.6616  0.14
H  1.8506  1.8261  4.2944  0.14
H  1.7138  -0.5038  3.5188  0.16

---

This record from OMol25 describes 2 unconnected molecules or ions with the total composition C9H20IN. The level of theory is ωB97M-V with the def2-TZVPD basis set.

## Properties
LUMO level: -0.0105 Ha
charge: 0
energy above the lowest of the compared OMol25 structures with the same formula, charge and spin: 34.0 kcal/mol

Last column: Löwdin charge in e.
Geometry (Å):
I  -4.7386  -0.8548  -0.7333  -0.71
C  -1.2384  1.4784  -3.2110  -0.09
C  -1.2450  2.0066  -1.7535  -0.26
C  -1.1042  0.9669  -0.6704  -0.22
C  0.2042  0.1073  -0.7040  -0.07
N  0.2946  -0.6565  0.6540  -0.21
C  1.6137  -1.5135  0.5471  -0.14
C  2.6061  -0.9298  1.4213  -0.17
C  1.8094  -0.2565  2.5950  -0.12
C  0.5466  0.2373  1.9000  -0.09
C  -0.8810  -1.5762  0.8425  0.00
H  -1.5758  2.2243  -3.9307  0.07
H  -2.0112  0.7148  -3.2994  0.07
H  -0.3176  0.9755  -3.5065  0.06
H  -2.1314  2.6341  -1.6602  0.11
H  -0.4406  2.7288  -1.6146  0.10
H  -1.9836  0.3299  -0.7652  -0.01
H  -1.3517  1.4548  0.2724  0.12
H  1.0505  0.7894  -0.7858  0.13
H  0.4061  -0.5815  -1.5242  0.13
H  1.3802  -2.5621  0.7318  0.13
H  2.0515  -1.5137  -0.4511  0.13
H  3.2490  -1.7369  1.7727  0.13
H  3.0354  -0.0932  0.8701  0.12
H  1.3825  -1.0617  3.1930  0.12
H  2.4136  0.5173  3.0684  0.12
H  -0.3834  0.3617  2.4546  0.14
H  0.8011  1.2196  1.5019  0.12
H  -0.6550  -2.2288  1.6858  0.10
H  -1.0307  -2.1742  -0.0565  0.12
H  -1.7564  -1.0074  1.1559  0.07

---

This record from OMol25 describes a gas-phase ion, C9H20N3 (charge +1). The level of theory is ωB97M-V with the def2-TZVPD basis set.

## Properties
LUMO level: -0.2133 Ha
charge: +1
structure (SMILES): [H]/N=[N+](/C(CC)=N/CC)C(C)(C)C
energy above the lowest of the compared OMol25 structures with the same formula, charge and spin: 83.4 kcal/mol

Last column: Löwdin charge in e.
Geometry (Å):
H  2.7452  -1.5390  0.2258  0.13
N  1.6905  -1.6331  0.0971  0.29
N  1.0717  -0.5425  -0.0666  0.03
C  -0.3456  -0.6987  -0.4207  -0.20
C  -0.7519  -2.1908  -0.6068  -0.16
C  -0.8747  -2.9569  0.7090  -0.09
N  -1.2375  0.2164  -0.3920  0.08
C  -2.5376  0.2986  -0.8155  -0.28
C  -3.4273  0.9357  0.3121  -0.07
C  1.7001  0.9311  0.0760  -0.43
C  3.2125  0.8476  0.2111  -0.03
C  1.1260  1.6176  1.3333  -0.01
C  1.2530  1.7011  -1.2303  0.02
H  -1.6794  -2.1964  -1.0929  0.08
H  0.0345  -2.7689  -1.2414  0.14
H  -1.5902  -3.7209  0.5537  0.07
H  -1.2065  -2.3595  1.4891  0.05
H  -0.0250  -3.4587  1.1376  0.07
H  -2.4803  1.1825  -1.6246  0.18
H  -3.1759  -0.5528  -1.2077  0.13
H  -2.9249  1.7888  0.7274  0.05
H  -3.4518  0.1681  1.0667  0.07
H  -4.3204  1.4681  -0.1560  0.11
H  3.4473  1.8399  0.5224  0.09
H  3.5963  -0.0740  0.8158  0.12
H  3.6465  0.7619  -0.7484  0.07
H  1.5008  2.5877  1.5022  0.08
H  0.0438  1.7190  1.2206  0.08
H  1.3899  0.9461  2.1493  0.10
H  1.8279  1.3968  -2.0869  0.10
H  0.2512  1.6005  -1.3886  0.03
H  1.4919  2.6847  -1.0707  0.07

---

One value per record, in order, for energy: -18927.450 -192491.701 -67702.679 -83039.980 -19246.412 -14117.306 eV.